Entry 1:
{
  "formula": "C4H9NO",
  "method": "ωB97M-V/def2-TZVPD",
  "homo_lumo_gap_ev": 11.224,
  "smiles": "CCCN=C=O.[H][H]",
  "e_above_lowest_kj_mol": 153.5,
  "charge": 0,
  "e_homo_ev": -10.330,
  "largest_force_ha_per_bohr": 0.0185,
  "species": ["O", "N", "C", "C", "C", "C", "H", "H", "H", "H", "H", "H", "H", "H", "H"],
  "coordinates": [[-0.3342, -2.8638, -1.4566], [-0.6803, -1.2442, 0.2445], [0.9914, 1.2331, -0.4381], [-1.1422, 0.1077, 0.4005], [-0.5086, -2.0297, -0.6484], [-0.5073, 1.0624, -0.5972], [-0.9009, 0.3972, 1.4239], [-0.9966, 2.0337, -0.5004], [1.4045, 1.9293, -1.1763], [1.7695, -1.7052, 2.2087], [-0.7302, 0.6950, -1.6020], [1.5003, 0.2739, -0.5490], [1.2280, 1.6069, 0.5615], [1.1418, -1.6036, 1.8086], [-2.2352, 0.1073, 0.3203]],
  "forces_ev_per_angstrom": [[0.1, 0.3, 0.4], [0.3, -0.8, -0.4], [0.2, -0.1, 0.2], [-0.1, 0.2, 0.2], [-0.3, 0.1, -0.1], [-0.2, 0.2, -0.2], [0.0, 0.1, 0.0], [-0.1, 0.0, 0.0], [-0.1, -0.1, 0.1], [-0.2, 0.0, -0.1], [-0.1, 0.1, -0.1], [0.1, 0.0, 0.0], [0.0, 0.1, -0.1], [0.3, -0.1, 0.2], [0.1, 0.1, -0.1]],
  "lowdin_charge": [0.14, 0.08, -0.11, -0.22, -0.33, -0.26, 0.11, 0.11, 0.07, 0.03, 0.11, 0.07, 0.07, 0.00, 0.12]
}


Entry 2:
{
  "formula": "C23H27BrCaF4N7",
  "method": "ωB97M-V/def2-TZVPD",
  "homo_lumo_gap_ev": 6.692,
  "e_above_lowest_kj_mol": 10.9,
  "charge": 1,
  "e_homo_ev": -9.922,
  "largest_force_ha_per_bohr": 0.0031,
  "species": ["Br", "Ca", "F", "F", "F", "F", "N", "N", "N", "N", "N", "N", "N", "C", "C", "C", "C", "C", "C", "C", "C", "C", "C", "C", "C", "C", "C", "C", "C", "C", "C", "C", "C", "C", "C", "C", "H", "H", "H", "H", "H", "H", "H", "H", "H", "H", "H", "H", "H", "H", "H", "H", "H", "H", "H", "H", "H", "H", "H", "H", "H", "H", "H"],
  "coordinates": [[-0.8482, -0.6817, -7.2080], [-0.3403, 0.2961, -0.0199], [4.3522, 4.9292, 1.7503], [4.2592, 1.6824, -1.6583], [1.9605, 4.1940, 2.5816], [1.8811, 0.8369, -0.7888], [-2.1562, 1.8878, -0.7073], [0.5766, 1.9665, 1.2499], [-2.0108, -5.4772, -2.8815], [-0.9990, -0.0933, 2.3760], [-2.4931, 2.9296, 0.2203], [-0.6451, 0.1781, -2.6374], [0.4658, -2.0425, -0.6881], [0.2463, -2.2197, 2.8916], [-0.7704, -0.3287, -5.3712], [3.7190, 2.3207, -0.6074], [1.7944, 2.4770, 0.9344], [-1.1661, -4.8306, -2.4501], [0.3281, 0.3150, -4.8257], [2.1750, -3.3932, -1.6842], [-2.2918, -0.8102, 2.4152], [4.3925, 3.3476, 0.0213], [2.4883, 1.9206, -0.1556], [-2.9139, -1.0238, 3.7895], [2.5079, 3.5234, 1.5503], [-0.4415, -2.8893, -1.1704], [0.0492, -0.7439, 3.1882], [1.7543, -2.2996, -0.9461], [-1.8123, -0.7123, -4.5397], [0.0583, 2.1812, 2.5931], [-1.6991, -0.4331, -3.1918], [3.7552, 3.9243, 1.1052], [-0.1130, -4.0001, -1.9349], [1.2282, -4.2598, -2.1979], [-1.1691, 1.3065, 2.8282], [0.3459, 0.5426, -3.4610], [0.9791, -0.2063, 2.9942], [-1.4841, -2.6884, -0.9472], [-0.1719, -0.6075, 4.2543], [5.3601, 3.6877, -0.3139], [-3.1143, -0.0805, 4.2955], [-2.0294, 1.7110, 2.2916], [-2.5040, -0.7247, -2.5236], [1.5122, -5.1194, -2.7896], [1.1990, 1.0335, -3.0104], [-3.8645, -1.5454, 3.6807], [3.2298, -3.5517, -1.8559], [1.1194, -2.5828, 3.4331], [-1.6828, 2.2609, -1.5297], [2.4750, -1.5967, -0.5471], [-1.6213, 3.2160, 0.6550], [-0.6034, -2.8264, 3.2050], [-1.4088, 1.3391, 3.8972], [-2.1542, -1.7794, 1.9268], [0.8205, 1.9576, 3.3492], [-2.9873, -0.2347, 1.7947], [-3.0236, 1.4840, -1.0456], [-2.6868, -1.2152, -4.9264], [0.4179, -2.4004, 1.8295], [-0.2507, 3.2141, 2.7900], [1.1568, 0.6321, -5.4419], [-2.2788, -1.6304, 4.4351], [-2.8716, 3.7335, -0.2704]],
  "forces_ev_per_angstrom": [[0.0, 0.0, 0.0], [0.1, 0.0, 0.1], [0.0, 0.0, 0.0], [0.0, 0.0, 0.0], [0.0, 0.0, 0.0], [0.0, 0.1, 0.0], [0.0, 0.1, -0.1], [0.0, 0.0, -0.1], [0.0, 0.0, 0.0], [0.0, -0.1, 0.0], [0.0, 0.0, 0.0], [0.1, -0.1, 0.0], [0.0, 0.0, -0.1], [0.0, 0.0, 0.0], [0.0, 0.0, 0.0], [0.0, 0.0, 0.0], [0.0, 0.0, 0.0], [0.1, 0.0, 0.0], [0.0, 0.0, 0.0], [0.0, 0.0, 0.0], [0.0, 0.0, 0.0], [0.0, 0.0, 0.0], [0.0, 0.0, 0.0], [0.0, 0.0, 0.0], [0.0, 0.0, 0.0], [0.0, 0.0, 0.0], [0.0, 0.0, 0.0], [0.0, 0.0, 0.0], [0.0, 0.0, 0.0], [0.1, 0.0, 0.0], [0.0, 0.0, 0.0], [0.0, 0.0, 0.0], [-0.1, 0.0, 0.0], [0.0, 0.0, 0.0], [0.0, -0.1, 0.0], [0.0, 0.0, 0.0], [0.0, 0.0, 0.0], [0.0, 0.0, 0.0], [0.0, 0.0, 0.0], [0.0, 0.0, 0.0], [0.0, 0.0, 0.0], [0.0, 0.0, 0.0], [0.0, 0.0, 0.0], [0.0, 0.0, 0.0], [0.0, 0.0, 0.0], [0.0, 0.0, 0.0], [0.0, 0.0, 0.0], [0.0, 0.0, 0.0], [-0.1, 0.0, 0.0], [0.0, 0.0, 0.0], [0.0, 0.0, 0.0], [0.0, 0.0, 0.0], [0.0, 0.0, 0.0], [0.0, 0.0, 0.0], [0.0, 0.0, 0.0], [0.0, 0.0, 0.0], [0.0, 0.0, 0.1], [0.0, 0.0, 0.0], [0.0, 0.0, 0.0], [0.0, 0.0, 0.0], [0.0, 0.0, 0.0], [0.0, 0.0, 0.0], [0.0, 0.0, 0.0]],
  "lowdin_charge": [0.83, 1.37, 0.11, 0.09, 0.09, -0.07, -0.16, -0.15, 0.19, -0.28, -0.04, -0.04, -0.03, -0.07, -0.68, -0.23, -0.21, -0.17, -0.08, -0.01, -0.26, 0.06, -0.13, -0.06, -0.14, -0.10, -0.24, -0.11, -0.09, -0.25, -0.15, -0.21, -0.19, 0.02, -0.20, -0.12, 0.11, 0.12, 0.13, 0.14, 0.08, 0.10, 0.11, 0.14, 0.11, 0.09, 0.12, 0.09, 0.07, 0.12, 0.05, 0.07, 0.13, 0.10, 0.12, 0.11, 0.08, 0.11, 0.05, 0.12, 0.12, 0.07, 0.09]
}


Entry 3:
{
  "formula": "C35H70ClN3O11PS",
  "method": "ωB97M-V/def2-TZVPD",
  "homo_lumo_gap_ev": 5.952,
  "charge": 1,
  "e_homo_ev": -10.242,
  "largest_force_ha_per_bohr": 0.0671,
  "species": ["Cl", "S", "P", "O", "O", "O", "O", "O", "O", "O", "O", "O", "O", "O", "N", "N", "N", "C", "C", "C", "C", "C", "C", "C", "C", "C", "C", "C", "C", "C", "C", "C", "C", "C", "C", "C", "C", "C", "C", "C", "C", "C", "C", "C", "C", "C", "C", "C", "C", "C", "C", "C", "H", "H", "H", "H", "H", "H", "H", "H", "H", "H", "H", "H", "H", "H", "H", "H", "H", "H", "H", "H", "H", "H", "H", "H", "H", "H", "H", "H", "H", "H", "H", "H", "H", "H", "H", "H", "H", "H", "H", "H", "H", "H", "H", "H", "H", "H", "H", "H", "H", "H", "H", "H", "H", "H", "H", "H", "H", "H", "H", "H", "H", "H", "H", "H", "H", "H", "H", "H", "H", "H"],
  "coordinates": [[-5.5637, -0.8436, -1.6439], [-7.4963, 1.4524, -6.8290], [-7.1234, 1.9969, -1.9019], [-0.2750, -1.4799, 0.7061], [1.0823, -5.7871, 7.0105], [-1.8795, 4.8023, -5.5575], [11.3808, -3.2565, -1.0986], [9.2694, -1.2719, -1.5969], [-6.0080, 4.5168, 4.2558], [-7.7809, 2.9540, 2.5077], [0.8827, -7.4372, 4.5849], [-7.9778, 3.4228, -1.7985], [1.0657, -3.3443, 2.5405], [-1.7238, 2.5943, -5.9818], [-5.5939, 2.3910, -2.8734], [-7.1253, 3.0847, -4.6052], [-8.0380, 0.8451, -2.8264], [-3.4002, 3.0926, -4.4302], [1.1158, 2.8600, -1.8405], [-1.4214, 3.2640, -1.3433], [1.6777, -6.9057, 7.6489], [0.0224, 3.8485, -1.3367], [-0.9431, -2.4599, 1.4950], [-4.2049, 1.5493, -0.9699], [0.4972, -2.0560, -0.3368], [-0.3127, -7.9777, 5.1242], [0.9003, -6.0155, 4.5931], [-6.5359, 2.4941, 3.0138], [8.3413, -2.2307, -1.1173], [-2.8616, -0.5949, -1.6599], [1.6938, -5.4708, 5.7669], [4.9664, 2.5083, -2.1404], [6.2711, 0.2975, -2.4468], [-3.1956, 2.5521, -3.1303], [3.4995, 2.0409, -1.8751], [-2.2544, 3.4905, -5.3822], [11.0614, -3.8232, -2.3598], [10.3682, -1.0778, -0.7139], [-4.3369, 2.1774, -2.3582], [-1.7486, 2.4103, -2.6404], [-7.3026, 2.4978, -5.6860], [2.1358, -2.4122, 2.6052], [-0.1984, -2.7464, 2.7866], [-5.7813, 2.9120, -4.1206], [2.5535, 3.1908, -1.3542], [-7.1499, 5.2682, 4.6433], [5.6183, 1.5227, -3.1710], [-6.2076, 3.1149, 4.3600], [11.5943, -1.8533, -1.1616], [-4.7147, 3.2691, -4.9525], [-4.1115, -0.0055, -0.9675], [-7.6374, 3.9851, 1.5460], [-5.0524, 1.8124, -0.3057], [-1.9295, -2.0538, 1.7430], [-4.8890, 3.6821, -5.9563], [-7.3419, 3.5554, 0.5830], [2.7254, -5.8356, 5.7407], [1.1310, 2.9349, -2.9522], [0.0208, 4.8325, -1.8487], [-8.0728, 4.8488, 4.2387], [-5.2704, 2.6829, 4.7244], [-0.0852, -1.8346, 3.3816], [-2.2084, 4.0114, -1.1136], [0.2616, 4.0687, -0.2711], [2.5990, 3.2937, -0.2529], [11.9715, -3.9396, -2.9572], [4.9040, 3.5389, -2.5421], [5.8060, 0.1548, -1.4479], [10.3391, -3.2172, -2.9102], [7.7083, -2.5365, -1.9502], [-1.4663, 1.3678, -2.4175], [-1.4564, 2.5385, -0.4973], [0.9920, -7.2593, 8.4185], [-6.6234, 1.4100, 3.1400], [1.3837, -5.6943, 3.6672], [1.8697, -7.7228, 6.9507], [-2.8497, -0.2090, -2.7044], [-1.4215, 5.0656, -4.7373], [-1.0211, 2.7483, -3.4067], [-1.1174, -7.9152, 4.3834], [-6.9025, 4.7333, 1.8517], [7.3620, 0.4213, -2.3311], [-0.1201, -5.6171, 4.5951], [2.6169, -6.6066, 8.1261], [6.4086, 2.0887, -3.7022], [1.7214, -4.3786, 5.6930], [3.0315, 1.6899, -2.8232], [-8.8541, 1.2985, -3.2469], [6.0782, -0.6381, -3.0113], [0.8080, 1.8269, -1.5665], [-7.4658, 0.4661, -3.5867], [-6.9886, 2.8887, 5.0922], [-1.0932, -3.3793, 0.9207], [-0.1326, -9.0269, 5.3568], [-8.6035, 4.4750, 1.4278], [1.1945, -1.3009, -0.7012], [2.8485, 4.1488, -1.8325], [-4.0511, -0.3062, 0.0993], [11.8963, -1.5537, -2.1701], [2.3834, -2.2013, 3.6505], [-1.9359, -0.2030, -1.1843], [1.0689, -2.9213, 0.0023], [-0.7832, -3.4602, 3.3746], [-7.2151, 5.3098, 5.7349], [-2.8383, -1.6955, -1.7058], [-3.3072, 1.9185, -0.4367], [8.8369, -3.1154, -0.7129], [1.8978, -1.4786, 2.0916], [-5.7322, 2.6859, 2.2929], [3.0036, -2.8631, 2.1246], [10.6292, -4.8083, -2.1856], [10.0915, -1.3467, 0.3103], [-8.5876, 3.4350, -2.5612], [5.5033, 2.4474, -1.1747], [-7.0306, 6.2816, 4.2614], [-0.6182, -7.4651, 6.0384], [12.4198, -1.6231, -0.4815], [10.6053, -0.0094, -0.7283], [7.7101, -1.7802, -0.3431], [-0.1592, -2.3553, -1.1621], [3.4147, 1.1915, -1.1663], [4.8880, 1.1422, -3.9101]],
  "forces_ev_per_angstrom": [[0.2, 0.5, 0.1], [-0.1, 1.2, 0.4], [-0.7, -0.7, 3.3], [0.1, -0.2, 0.0], [0.1, -0.2, -0.1], [-0.4, -0.9, 0.9], [-0.2, 0.1, -0.2], [0.1, -0.2, 0.1], [-0.2, -0.1, -0.1], [0.2, 0.2, 0.0], [-0.2, 0.1, 0.2], [0.2, -1.9, -1.8], [0.0, 0.3, -0.1], [-0.6, 0.8, 0.2], [-0.2, 0.6, -1.9], [0.9, -0.5, -0.6], [0.6, 1.8, -0.5], [-1.3, 0.8, -0.1], [-0.5, 0.8, -0.2], [0.2, -1.1, 0.4], [0.0, 0.1, 0.1], [-0.2, 0.1, 0.8], [0.0, 0.3, 0.2], [-0.3, -0.3, 0.2], [0.0, 0.1, -0.1], [0.1, -0.1, -0.1], [0.4, -0.2, -0.2], [-0.4, -0.2, 0.2], [-0.1, 0.1, 0.0], [0.1, 1.0, -0.7], [-0.4, 0.2, 0.1], [-1.2, -1.3, -0.4], [-0.4, 0.0, -0.2], [0.0, -0.1, -0.5], [-0.6, 0.8, 0.2], [0.9, -1.3, -0.2], [0.1, -0.1, 0.1], [0.0, 0.2, -0.3], [0.7, 0.4, -0.3], [0.3, 0.8, 0.7], [-0.2, -1.2, 0.4], [0.1, -0.1, 0.1], [0.0, -0.4, -0.1], [0.7, 0.5, -0.8], [-0.1, -0.8, -0.7], [0.1, 0.1, 0.1], [0.8, 0.2, 0.7], [0.4, 0.2, -0.1], [0.0, -0.2, 0.3], [0.7, -0.3, 1.2], [1.1, -0.7, 0.7], [-0.1, -0.1, 0.0], [0.4, 0.0, -0.7], [0.0, 0.0, 0.0], [0.1, -0.2, 0.6], [0.0, 0.1, 0.0], [0.0, -0.1, -0.1], [0.1, -0.4, 0.6], [0.3, -0.6, 0.0], [0.0, 0.0, 0.0], [0.0, 0.0, 0.0], [0.0, 0.0, -0.1], [0.5, -0.2, -0.3], [-0.2, 0.0, -0.6], [0.0, 0.0, -0.5], [-0.1, 0.0, -0.1], [0.3, -0.5, 0.3], [0.3, 0.1, -0.5], [0.0, 0.0, 0.0], [0.0, 0.1, 0.0], [-0.3, 0.5, -0.4], [0.0, 0.5, -0.4], [0.0, 0.1, 0.0], [0.0, 0.0, 0.0], [0.0, 0.1, 0.0], [0.0, 0.0, 0.0], [0.0, -0.5, 0.5], [-0.3, 0.4, -0.3], [-0.8, -0.3, 0.1], [-0.1, 0.0, 0.1], [0.0, 0.0, 0.0], [-0.5, -0.1, 0.1], [0.0, 0.0, 0.1], [0.0, -0.1, 0.0], [-0.4, -0.5, 0.0], [0.0, 0.0, 0.0], [0.5, 0.2, 0.4], [0.1, -0.3, -0.1], [0.3, 0.5, 0.3], [0.3, 0.5, -0.1], [-0.3, -0.2, 0.3], [0.0, 0.0, -0.1], [0.1, 0.0, 0.0], [0.0, 0.0, -0.1], [0.0, -0.1, 0.0], [-0.1, 0.0, 0.0], [-0.1, -0.4, 0.5], [-0.4, 0.2, -0.6], [-0.1, 0.0, 0.0], [0.0, 0.1, 0.0], [-0.6, -0.5, 0.0], [0.0, 0.0, 0.0], [0.0, 0.0, 0.0], [-0.1, 0.0, 0.0], [-0.2, 0.5, 0.3], [-0.4, -0.2, -0.7], [0.0, 0.0, 0.0], [0.0, 0.0, 0.0], [0.0, 0.1, 0.0], [0.0, -0.1, 0.0], [0.1, 0.0, 0.1], [0.0, -0.1, 0.0], [0.1, 0.8, 0.2], [0.0, 0.5, -0.6], [0.1, 0.0, 0.0], [0.0, 0.0, 0.0], [0.0, 0.0, 0.0], [0.0, 0.0, 0.0], [0.0, -0.1, 0.0], [0.1, -0.1, 0.0], [0.3, 0.3, -0.4], [0.2, 0.5, 0.3]],
  "lowdin_charge": [0.64, 0.88, 0.93, -0.21, -0.19, 0.12, -0.19, -0.21, -0.19, -0.19, -0.19, -0.26, -0.21, 0.18, -0.04, 0.06, -0.15, 0.00, -0.23, -0.18, -0.11, -0.20, -0.20, -0.16, -0.11, -0.11, -0.21, -0.21, -0.12, -0.13, -0.20, -0.21, -0.12, -0.06, -0.22, -0.45, -0.11, -0.20, -0.13, -0.11, -0.73, -0.10, -0.20, -0.26, -0.20, -0.11, -0.25, -0.20, -0.20, 0.09, -0.67, -0.11, 0.08, 0.12, 0.15, 0.04, 0.13, 0.11, 0.11, 0.08, 0.13, 0.13, 0.12, 0.12, 0.12, 0.09, 0.10, 0.07, 0.08, 0.09, 0.10, 0.10, 0.09, 0.13, 0.12, 0.08, 0.08, 0.13, 0.10, 0.09, 0.09, 0.07, 0.12, 0.09, 0.10, 0.12, 0.10, 0.05, 0.07, 0.12, 0.02, 0.13, 0.13, 0.09, 0.10, 0.08, 0.11, 0.11, 0.13, 0.09, 0.08, 0.09, 0.12, 0.09, 0.09, 0.11, 0.09, 0.08, 0.11, 0.09, 0.09, 0.13, 0.05, 0.11, 0.09, 0.08, 0.13, 0.13, 0.09, 0.08, 0.11, 0.10]
}